{
  "formula": "C3H6N2O",
  "method": "wB97M-V/def2-TZVPD",
  "total_charge": 0,
  "homo_lumo_gap_ev": 8.57,
  "e_tot_ha": -302.55560,
  "homo_energy_ev": -8.01,
  "species": ["N", "C", "O", "N", "C", "C", "H", "H", "H", "H", "H", "H"],
  "positions_angstrom": [[1.955, 0.401, -0.367], [0.812, -0.338, -0.454], [0.672, -1.309, -1.162], [-0.247, 0.178, 0.330], [-1.555, -0.503, 0.344], [-1.689, 0.765, -0.411], [2.142, 0.998, 0.422], [2.743, 0.051, -0.889], [-1.459, -1.468, -0.156], [-1.963, -0.584, 1.353], [-1.457, 0.521, -1.461], [-0.097, 0.970, 0.932]],
  "forces_ev_per_a": [[0.1, -0.1, 0.0], [-0.1, -0.1, -0.2], [0.1, 0.4, 0.2], [0.1, 0.1, -0.1], [-0.1, -0.1, 0.1], [0.1, -0.2, -0.3], [-0.1, 0.0, -0.2], [-0.1, 0.0, 0.1], [0.0, 0.1, 0.1], [0.0, 0.1, -0.2], [-0.1, 0.0, 0.1], [0.2, -0.2, 0.3]],
  "nbo_charge": [-0.828, 0.789, -0.601, -0.542, -0.287, -0.322, 0.395, 0.413, 0.223, 0.191, 0.134, 0.435]
}